Entry 1:
Here is a cluster of 10 separate species, C42H63Br18I2N6O3S in total from the OMol25 dataset. Energies are from ωB97M-V with the def2-TZVPD basis set.

Calculated values
calculated total energy	-49517.9597	a.u.

```
! RIJCOSX wB97M-V def2-TZVPD def2/J DEFGRID3
* xyz 1 1
I 3.99 -5.96 1.27
I 4.66 -2.03 2.37
Br -3.92 -3.25 -1.81
Br -3.63 5.40 5.41
Br 0.98 6.05 -0.90
Br -0.30 3.88 4.79
Br 7.39 -6.76 -0.37
Br 0.17 8.36 8.55
Br -6.79 -3.13 0.47
Br -1.26 13.93 4.66
Br -0.46 5.68 -4.28
Br -3.04 -1.80 -5.43
Br 0.10 8.90 4.92
Br 1.52 -9.51 -1.20
Br 2.42 13.63 4.67
Br -5.19 -5.78 -5.14
Br 6.19 -10.05 0.74
Br -2.32 -5.88 -7.45
Br -6.55 -1.83 -6.54
Br 4.18 -9.76 -3.75
S 4.08 0.81 -2.83
O 1.81 -1.31 3.44
O -3.34 1.27 1.75
O -4.05 2.25 -0.13
N 2.00 -1.01 -3.02
N 2.21 -1.87 -0.55
N 0.39 -0.80 0.24
N 0.20 1.48 -2.68
N 1.00 -0.63 -2.08
N 1.00 -1.51 1.27
C 2.38 -1.11 5.69
C -3.11 2.74 -1.10
C 0.67 -1.65 2.70
C 1.02 0.67 4.79
C -1.88 5.90 6.08
C -4.93 -1.44 -7.54
C 1.33 6.21 -3.74
C -2.22 0.30 -3.68
C -3.55 1.18 0.57
C -3.32 -0.11 -0.20
C 2.06 -2.14 0.75
C 2.07 -11.03 -2.29
C -2.15 3.74 -0.46
C 2.90 -0.17 -3.09
C 6.59 -9.41 -1.05
C 7.81 -8.53 -1.07
C 1.07 1.27 6.06
C 1.81 5.42 -2.55
C -1.20 -0.48 -3.07
C -1.91 1.67 -3.75
C 3.60 -4.05 0.33
C -4.63 -4.64 -0.64
C -2.08 -0.89 0.26
C -0.74 2.23 -3.24
C 4.85 -3.55 -0.41
C -3.80 -2.34 -7.14
C 0.04 14.49 3.32
C 1.78 0.70 7.13
C -0.80 5.75 5.04
C 1.69 -0.55 4.61
C 1.16 13.49 3.19
C -0.81 -0.01 0.40
C -0.07 0.19 -2.63
C 2.43 -0.51 6.94
C 3.04 -3.07 1.43
C 1.16 -1.07 -0.83
C -3.02 -7.26 -6.27
C -4.52 -7.25 -6.23
C 1.19 9.62 7.46
C 3.57 -11.07 -2.45
C -6.14 -4.60 -0.62
C 0.34 10.19 6.36
H 5.69 -8.91 -1.41
H -0.85 0.84 -0.29
H -2.69 4.65 -0.19
H 8.15 -8.36 -2.09
H -2.57 -7.10 -5.29
H 4.81 -2.48 -0.64
H 2.06 9.08 7.10
H -1.97 6.95 6.37
H 1.31 7.28 -3.56
H -2.53 1.92 -1.53
H -1.70 5.30 6.96
H -4.71 -0.38 -7.39
H 4.10 -10.88 -1.53
H -4.19 -4.48 0.34
H -6.57 -4.48 -1.61
H 0.60 2.23 6.29
H -0.65 10.48 6.68
H 4.93 -4.06 -1.38
H -0.88 0.43 1.40
H 1.50 10.40 8.15
H -4.22 -0.71 -0.05
H 0.52 -2.73 2.85
H 5.76 -3.82 0.13
H -1.31 -1.55 -2.96
H -6.53 -5.51 -0.16
H -1.75 3.29 0.46
H 0.38 15.48 3.62
H 1.83 1.19 8.09
H 0.11 6.24 5.37
H 1.75 13.70 2.30
H 1.73 -11.91 -1.74
H 6.76 -10.31 -1.65
H 0.84 11.04 5.90
H -4.28 -5.58 -1.06
H -1.91 -1.68 -0.47
H -4.90 -8.15 -5.76
H -0.26 -1.17 3.01
H -2.64 2.33 -4.22
H 1.55 -10.96 -3.23
H -3.16 -0.12 -4.08
H 0.49 1.10 3.94
H 3.88 -12.04 -2.85
H -3.31 0.16 -1.26
H 2.90 -2.05 5.55
H -1.33 3.95 -1.15
H -2.65 -8.20 -6.68
H -4.97 -7.14 -7.21
H 2.49 -3.71 2.13
H -4.09 -3.38 -7.04
H -2.98 -2.27 -7.85
H 2.85 -4.25 -0.43
H -2.33 -1.34 1.23
H 8.62 -8.92 -0.47
H 0.81 12.46 3.16
H 1.96 6.00 -4.61
H -5.19 -1.60 -8.59
H -0.59 3.31 -3.34
H 2.88 5.55 -2.40
H -3.65 3.19 -1.94
H 3.01 -1.00 7.71
H -1.08 6.13 4.07
H 1.58 4.36 -2.62
H -0.52 14.56 2.39
*
```

Entry 2:
Here is a structure of composition C21H30AsBaN7O3S from the OMol25 dataset. Energies are from ωB97M-V with the def2-TZVPD basis set.

Calculated values
ΔE to the lowest compared entry with this formula, charge and spin	2.3178	eV
calculated total energy	-4086.7463	a.u.

```
! RIJCOSX wB97M-V def2-TZVPD def2/J DEFGRID3
* xyz 0 1
Ba 0.31 0.00 -0.46
As 1.25 -3.02 -1.21
S 2.64 -1.43 -1.36
O -0.42 -0.72 -2.43
O 2.13 5.29 -0.19
O -0.16 2.10 0.47
N -0.06 -1.53 3.47
N 2.21 -1.49 3.75
N 0.46 3.23 -1.47
N -1.43 -0.81 1.72
N 0.45 1.94 -2.05
N 1.31 -1.63 1.56
N -2.33 -1.41 3.83
C 0.96 5.49 0.48
C 1.18 -1.53 2.83
C -0.62 -3.03 -0.64
C 0.52 0.68 -4.14
C 0.93 0.79 -5.47
C 0.13 -1.39 -5.97
C 0.72 6.69 1.15
C -1.32 -1.24 2.92
C 0.77 -0.23 -6.39
C -1.39 5.86 1.94
C 1.30 -4.00 -2.86
C -1.14 4.67 1.27
C 0.64 1.90 -3.31
C -3.62 -0.79 3.56
C 0.01 4.47 0.52
C 1.95 -4.36 0.01
C -2.26 -2.33 4.96
C -0.45 6.88 1.87
C -0.08 -0.53 -3.69
C -0.30 -1.53 -4.66
C 0.14 3.15 -0.20
H -0.86 -4.09 -0.61
H 3.03 -4.25 0.03
H -2.30 5.99 2.50
H -0.74 -2.59 0.35
H -0.83 -2.41 -4.34
H 2.28 -1.61 1.26
H 2.64 6.11 -0.15
H -1.48 -3.07 4.80
H 0.85 2.84 -3.83
H 1.47 7.48 1.10
H -0.62 7.82 2.38
H -3.48 0.13 3.00
H 1.39 1.73 -5.78
H -2.08 -1.82 5.90
H -4.09 -0.53 4.51
H 2.05 -1.02 4.63
H -0.03 -1.50 4.48
H 3.12 -1.30 3.36
H -2.40 -0.68 1.47
H -4.30 -1.44 3.01
H 1.12 -0.11 -7.41
H 0.50 -4.75 -2.89
H 1.53 -4.21 1.00
H -3.20 -2.87 5.05
H 1.21 -3.31 -3.69
H -0.06 -2.19 -6.68
H -1.85 3.86 1.31
H 1.68 -5.35 -0.36
H -1.26 -2.51 -1.36
H 2.27 -4.48 -2.89
*
```

Entry 3:
Here is an isolated molecule of C3H3BrO2 from the OMol25 dataset. Energies are from ωB97M-V with the def2-TZVPD basis set.

Calculated values
ΔE to the lowest compared entry with this formula, charge and spin	2.9222	eV
calculated total energy	-2840.4779	a.u.
structure (SMILES)	C#CC(O)(O)Br

```
! RIJCOSX wB97M-V def2-TZVPD def2/J DEFGRID3
* xyz 0 1
Br -2.80 0.26 -0.02
O -0.79 -1.19 -1.25
O -0.46 -1.14 0.95
C 1.03 1.80 -0.41
C 0.12 1.05 -0.30
C -0.82 -0.47 -0.11
H 1.61 2.70 -0.71
H -0.65 -0.68 -2.08
H -0.33 -2.08 0.56
*
```